1.
The following is a DFT calculation (ωB97M-V/def2-TZVPD) of a cluster of 2 separate species, C2H5O3 in total at a distorted geometry.

CARTESIAN COORDINATES (ANGSTROEM)
C1 1.745 0.542 -0.113
O1 0.841 -0.498 0.004
H1 1.281 1.513 -0.346
H2 2.422 0.395 -0.983
H3 2.396 0.608 0.767
O2 -3.377 -0.701 0.295
C2 -2.156 -0.592 0.243
O3 -1.484 0.225 -0.449
H4 -1.552 -1.303 0.843
H5 -0.114 -0.189 -0.260

The total energy is -8298.8257 eV. Its charge is -1. For the energy above the lowest of the compared OMol25 structures with the same formula, charge and spin, the calculation gives 19.6 kcal/mol.

***

2.
The following is a DFT calculation (ωB97M-V/def2-TZVPD) of a cluster of 2 separate species, C2H5O3P in total at a distorted geometry.

CARTESIAN COORDINATES (ANGSTROEM)
C1 0.004 0.046 0.366
C2 1.059 0.269 -0.674
O1 -0.930 -0.584 -0.043
O2 -2.200 -2.569 2.477
O3 -3.701 -0.595 1.931
P1 -2.272 -1.116 2.539
H1 0.226 0.407 1.461
H2 2.149 -0.079 -0.291
H3 1.250 1.256 -0.850
H4 0.845 -0.420 -1.578
H5 -4.479 -1.116 1.846

The total energy is -17582.3139 eV. Its multiplicity is 3. Its charge is 0. For the energy above the lowest of the compared OMol25 structures with the same formula, charge and spin, the calculation gives 19.8 kcal/mol.

***

3.
The following is a DFT calculation (ωB97M-V/def2-TZVPD) of a structure of composition C2H5O3Si at a distorted geometry.

CARTESIAN COORDINATES (ANGSTROEM)
C1 -0.323 0.661 0.481
C2 -0.856 1.494 1.368
O1 0.379 -0.495 0.354
O2 -0.195 1.724 -0.398
O3 -1.192 3.998 0.502
Si1 0.845 -1.462 -0.868
H1 -1.721 3.721 1.290
H2 -0.743 3.120 0.349
H3 1.078 -0.418 -1.989
H4 1.828 -2.205 -0.141
H5 0.009 -2.657 -1.385

The total energy is -16171.6652 eV. Its charge is -1. For the energy above the lowest of the compared OMol25 structures with the same formula, charge and spin, the calculation gives 154.3 kcal/mol.